(1)
Entry from the Open Molecules 2025 dataset: a structure of composition C32H39N5SSn in a non-equilibrium geometry (wB97M-V/def2-TZVPD).

Last column: Mulliken charge in e.
Atoms and positions in Å:
Sn 0.248 1.366 0.908  -0.01
N 0.733 -1.495 4.204  -0.42
N -1.652 3.987 1.650  -0.51
C -0.183 -1.080 -2.210  0.60
C -1.169 -1.661 -1.361  0.36
C -0.498 -2.496 -0.415  -0.06
C -1.124 -3.303 0.662  -1.11
H -2.217 -3.250 0.578  0.30
H -0.829 -3.000 1.680  0.26
H -0.838 -4.362 0.558  0.29
C 0.904 -2.335 -0.615  0.91
C 1.960 -2.825 0.290  -0.99
H 2.190 -3.887 0.106  0.31
H 1.654 -2.703 1.338  0.21
H 2.885 -2.252 0.154  0.12
C 1.098 -1.516 -1.764  -0.07
C 2.411 -1.194 -2.361  -1.08
H 3.138 -0.888 -1.596  -0.04
H 2.320 -0.390 -3.100  0.36
H 2.829 -2.076 -2.873  0.18
C -2.622 -1.395 -1.405  -1.17
H -3.142 -2.056 -2.115  0.21
H -2.835 -0.363 -1.717  -0.08
H -3.068 -1.546 -0.415  0.39
C -0.453 -0.167 -3.346  -0.89
H 0.445 0.401 -3.623  0.18
H -1.247 0.553 -3.100  -0.11
H -0.778 -0.731 -4.237  0.23
C 0.983 -1.332 5.494  -0.37
H 1.184 -2.213 6.109  0.32
C 1.074 -0.064 6.122  -0.34
H 1.403 -0.015 7.153  0.33
C 0.760 1.083 5.386  -0.71
H 0.903 2.087 5.804  0.32
C 0.229 0.914 4.118  -0.47
H -0.258 1.754 3.608  0.37
C 0.376 -0.380 3.462  0.28
C 0.418 -0.548 2.051  0.77
H -0.142 -1.397 1.642  -1.01
C -1.239 3.186 0.667  -0.60
C -2.902 4.473 1.334  -0.98
H -3.499 5.009 2.066  0.39
C -3.197 4.108 0.045  -0.10
H -3.990 4.420 -0.609  0.24
N -2.096 3.391 -0.448  0.97
C -1.818 3.288 -1.844  0.32
C -2.891 3.074 -2.744  0.90
C -2.724 3.385 -4.105  -0.98
H -3.584 3.279 -4.778  0.28
C -1.494 3.797 -4.631  0.74
C -1.324 4.094 -6.111  -1.49
H -0.344 3.740 -6.468  0.36
H -1.380 5.173 -6.348  0.28
H -2.105 3.595 -6.707  0.35
C -0.437 3.935 -3.732  -0.90
H 0.539 4.243 -4.098  0.33
C -0.584 3.736 -2.355  1.67
C 0.606 4.046 -1.508  -1.85
H 0.377 4.362 -0.485  0.35
H 1.154 4.870 -1.991  0.54
H 1.283 3.178 -1.456  0.06
C -4.212 2.529 -2.321  -2.27
H -4.916 3.310 -2.005  0.42
H -4.116 1.787 -1.523  0.36
H -4.674 2.047 -3.189  0.50
C 3.633 -0.181 2.959  -0.75
N 4.232 0.421 1.781  0.31
C 5.216 -0.179 1.012  -0.12
C 5.381 0.580 -0.102  -0.79
N 4.444 1.609 -0.017  0.09
C 3.698 1.490 1.123  0.05
S 2.423 2.499 1.665  -0.34
H 3.457 0.573 3.730  0.27
H 2.669 -0.623 2.691  0.21
H 4.297 -0.968 3.326  0.28
H 5.695 -1.090 1.331  0.38
H 6.063 0.472 -0.927  0.39
H 4.275 2.331 -0.716  0.26

Its calculated total energy is -2128.8467 Ha. The calculation puts the strongest force on any atom at 4.29 eV Å⁻¹. As for the total charge: -2. The LUMO energy (spin up / spin down) is 4.2788 / 4.2785 eV. The relative energy (zero: lowest compared OMol25 entry of this formula, charge and spin) is 0.000 eV.

=====

(2)
Entry from the Open Molecules 2025 dataset: a structure of composition C32H39N5STl in a non-equilibrium geometry (wB97M-V/def2-TZVPD).

Last column: Mulliken charge in e.
Atoms and positions in Å:
Tl -2.509 0.431 0.773  0.75
N -1.013 -1.920 0.886  0.27
N 0.105 -2.866 -1.885  0.40
C 1.359 1.821 -0.415  0.63
C 2.145 0.683 -0.101  0.58
C 1.924 0.358 1.259  0.24
C 2.473 -0.820 1.959  -1.69
H 3.451 -1.099 1.547  0.42
H 1.810 -1.694 1.851  0.03
H 2.594 -0.623 3.032  0.42
C 1.025 1.312 1.800  0.80
C 0.561 1.349 3.206  -1.48
H 1.355 1.710 3.883  0.32
H 0.272 0.346 3.561  0.32
H -0.300 2.020 3.333  0.23
C 0.673 2.219 0.767  -0.08
C -0.229 3.386 0.914  -0.98
H -1.204 3.112 1.351  0.00
H -0.408 3.857 -0.058  0.31
H 0.220 4.151 1.569  0.23
C 3.002 -0.072 -1.038  -1.19
H 3.865 -0.510 -0.521  0.36
H 3.375 0.572 -1.843  0.33
H 2.445 -0.898 -1.502  -0.06
C 1.229 2.424 -1.756  -1.51
H 0.477 1.887 -2.360  0.02
H 2.177 2.375 -2.311  0.40
H 0.918 3.475 -1.692  0.45
C -1.685 -2.001 2.070  -0.43
H -1.594 -1.166 2.787  0.57
C -2.530 -3.082 2.361  -0.59
H -3.301 -2.964 3.112  0.43
C -2.344 -4.273 1.650  -0.51
H -2.971 -5.149 1.808  0.36
C -1.312 -4.325 0.730  -0.92
H -1.028 -5.230 0.181  0.39
C -0.603 -3.128 0.367  0.24
C 0.339 -3.421 -0.679  -0.84
H 0.949 -4.342 -0.643  0.43
C -0.317 -1.544 -2.056  -1.10
C 0.166 -3.528 -3.132  -0.54
H 0.330 -4.583 -3.202  0.47
C -0.097 -2.615 -4.068  -0.91
H -0.193 -2.727 -5.135  0.59
N -0.244 -1.375 -3.423  1.13
C -0.239 -0.115 -4.092  -0.04
C 0.878 0.271 -4.856  1.03
C 0.849 1.522 -5.491  -1.27
H 1.726 1.856 -6.048  0.26
C -0.282 2.341 -5.431  0.92
C -0.349 3.628 -6.210  -1.47
H -0.381 4.493 -5.530  0.29
H -1.249 3.689 -6.842  0.34
H 0.522 3.739 -6.870  0.36
C -1.358 1.956 -4.623  -1.04
H -2.232 2.603 -4.541  0.29
C -1.340 0.734 -3.931  1.61
C -2.469 0.295 -3.062  -1.40
H -2.925 -0.639 -3.421  0.30
H -3.244 1.068 -3.041  0.45
H -2.131 0.107 -2.031  -0.44
C 2.118 -0.555 -4.881  -1.44
H 1.907 -1.609 -5.084  0.30
H 2.680 -0.487 -3.939  0.12
H 2.774 -0.178 -5.668  0.45
C -3.734 0.960 5.009  -0.78
N -4.333 1.807 3.990  0.27
C -4.217 3.176 3.889  -0.10
C -4.921 3.558 2.786  -0.62
N -5.420 2.402 2.220  0.03
C -5.021 1.285 2.922  -0.37
S -5.021 -0.334 2.479  -0.32
H -2.801 0.493 4.654  0.25
H -3.520 1.576 5.891  0.33
H -4.444 0.164 5.267  0.34
H -3.656 3.741 4.616  0.41
H -5.114 4.529 2.369  0.42
H -6.036 2.351 1.413  0.24

Its calculated total energy is -2087.0669 Ha. The calculation puts the strongest force on any atom at 4.56 eV Å⁻¹. As for the total charge: -1. The LUMO energy (spin up / spin down) is 1.8150 / 1.8149 eV. The relative energy (zero: lowest compared OMol25 entry of this formula, charge and spin) is 2.341 eV.

=====

(3)
Entry from the Open Molecules 2025 dataset: a structure of composition C32H39N6O3P2RuS3 in a non-equilibrium geometry (wB97M-V/def2-TZVPD).

Last column: Mulliken charge in e.
Atoms and positions in Å:
Ru -0.147 0.512 0.173  0.04
C 3.209 -2.463 -0.822  -1.62
C 2.498 -1.331 -0.115  0.53
N 1.205 -1.243 -0.174  0.95
N 0.682 -2.340 -0.874  -0.71
C -0.559 -2.323 -1.138  0.51
S -1.693 -1.077 -0.836  -0.61
S -1.276 -3.738 -1.947  -0.16
C 0.206 -4.531 -2.603  -0.77
C 0.713 -3.976 -3.917  0.62
C 0.603 -2.629 -4.249  0.09
C 1.109 -2.154 -5.451  -0.72
C 1.734 -3.019 -6.341  -0.50
C 1.849 -4.363 -6.018  -0.52
C 1.339 -4.835 -4.815  -0.60
C 3.347 -0.376 0.595  -0.01
C 4.525 -0.840 1.204  -0.78
C 5.407 0.011 1.829  -0.99
C 5.149 1.386 1.787  -0.24
C 4.019 1.864 1.166  -0.67
C 3.052 0.997 0.589  0.45
O 1.974 1.490 0.054  -0.62
H 2.799 -2.593 -1.821  0.28
H 3.054 -3.406 -0.294  0.31
H 4.273 -2.258 -0.892  0.55
H -0.056 -5.584 -2.711  0.53
H 0.966 -4.438 -1.827  0.14
H 0.104 -1.943 -3.575  0.42
H 1.005 -1.104 -5.695  0.44
H 2.119 -2.649 -7.283  0.39
H 2.332 -5.048 -6.704  0.37
H 1.428 -5.888 -4.569  0.37
H 4.727 -1.905 1.210  0.46
H 6.289 -0.373 2.323  0.39
H 5.844 2.081 2.245  0.41
H 3.821 2.929 1.102  0.42
N -1.503 8.448 0.459  -0.56
C -1.866 7.145 0.154  1.10
C -2.465 6.332 1.118  -0.89
C -2.753 5.009 0.838  -0.11
C -2.457 4.479 -0.413  -0.96
C -1.903 5.294 -1.398  -0.09
C -1.599 6.610 -1.109  -0.79
S -2.801 2.780 -0.727  1.07
O -3.552 2.684 -1.942  -0.69
O -3.400 2.294 0.494  -0.83
N -1.400 1.979 -0.873  -0.12
C -0.703 1.943 -2.049  0.15
N -0.839 2.812 -3.052  -0.43
C 0.008 2.668 -4.063  -0.41
C 1.003 1.698 -4.101  -1.09
C 1.043 0.833 -3.027  -0.41
N 0.177 0.935 -2.030  0.88
H -1.985 8.886 1.224  0.22
H -1.319 9.060 -0.317  0.22
H -2.707 6.746 2.091  0.32
H -3.219 4.377 1.581  0.52
H -1.714 4.880 -2.379  0.53
H -1.156 7.242 -1.871  0.29
H -0.103 3.379 -4.875  0.43
H 1.694 1.613 -4.926  0.46
H 1.758 0.018 -2.969  0.64
C -0.923 -1.896 2.746  -1.47
P -1.423 -0.339 1.982  1.60
C -3.211 -0.543 1.748  -1.60
C -1.429 0.855 3.381  -1.83
C -1.247 2.250 2.813  -0.28
P 0.306 2.168 1.872  1.56
C 0.537 3.854 1.257  -1.12
C 1.508 2.063 3.230  -1.44
H -1.488 -2.040 3.668  0.47
H 0.146 -1.888 2.959  0.35
H -1.131 -2.715 2.056  0.35
H -3.667 -0.734 2.721  0.54
H -3.411 -1.372 1.078  0.50
H -3.617 0.366 1.310  0.31
H -0.611 0.595 4.057  0.38
H -2.363 0.754 3.936  0.65
H -1.226 3.023 3.587  0.75
H -2.042 2.481 2.109  -0.23
H 0.310 4.579 2.041  0.50
H -0.105 4.026 0.398  -0.17
H 1.572 3.962 0.936  0.30
H 1.262 2.838 3.958  0.47
H 2.513 2.219 2.849  0.44
H 1.485 1.084 3.707  0.35

The expectation value of S² is 0.756. Its calculated total energy is -3769.2724 Ha. The calculation puts the strongest force on any atom at 2.13 eV Å⁻¹. As for the total charge: 0. The spin multiplicity is 2. The LUMO energy (spin up / spin down) is 0.4340 / 0.1424 eV. The relative energy (zero: lowest compared OMol25 entry of this formula, charge and spin) is 0.884 eV.

=====

(4)
Entry from the Open Molecules 2025 dataset: a structure of composition C32H40AsNO3P2Pt (wB97M-V/def2-TZVPD).

Last column: Mulliken charge in e.
Atoms and positions in Å:
Pt -0.862 0.505 0.227  2.79
O -0.627 0.589 2.482  -0.87
P 0.211 1.619 3.208  0.23
C -0.553 3.276 3.066  -1.32
P -1.036 3.616 1.335  0.87
O -0.340 2.698 0.362  -0.80
C -0.596 5.339 0.934  0.66
C -0.077 5.613 -0.356  -0.36
C 0.151 6.908 -0.727  -0.63
C -0.161 7.965 0.177  -0.40
C -0.694 7.699 1.462  -0.74
C -0.919 6.406 1.830  -0.40
C -2.795 3.711 1.183  1.07
C -3.638 4.109 2.234  -0.41
C -4.987 4.283 1.996  -0.85
C -5.500 4.077 0.715  -0.51
C -4.668 3.695 -0.335  -0.79
C -3.316 3.521 -0.111  -0.60
C 1.927 1.691 2.790  1.28
C 2.622 0.473 2.816  -0.55
C 3.987 0.456 2.588  -0.86
C 4.663 1.646 2.336  -0.54
C 3.976 2.854 2.301  -0.85
C 2.609 2.881 2.528  -0.33
C 0.141 1.195 4.987  0.19
C -0.833 0.364 5.475  -0.13
C -0.834 -0.028 6.867  -0.48
C 0.157 0.408 7.750  -0.62
C 1.145 1.224 7.266  -0.61
C 1.149 1.608 5.883  -0.10
H 0.098 4.054 3.470  0.81
H -1.453 3.239 3.684  0.53
H 0.150 4.789 -1.020  0.48
H 0.563 7.156 -1.696  0.49
H 0.010 8.991 -0.130  0.47
H -0.924 8.524 2.122  0.49
H -1.352 6.185 2.798  0.39
H -3.256 4.287 3.232  0.31
H -5.647 4.581 2.798  0.48
H -6.558 4.220 0.536  0.46
H -5.080 3.542 -1.323  0.50
H -2.661 3.222 -0.920  0.42
H 2.098 -0.456 3.010  0.39
H 4.528 -0.481 2.611  0.48
H 5.732 1.632 2.167  0.48
H 4.513 3.774 2.109  0.51
H 2.091 3.833 2.499  0.30
H -1.606 -0.033 4.828  0.49
H -1.626 -0.677 7.224  0.47
H 0.127 0.102 8.788  0.49
H 1.938 1.589 7.908  0.47
H 1.971 2.219 5.524  0.49
C 0.369 0.395 -3.588  -0.96
N 1.619 0.762 -2.924  0.26
C 2.706 1.169 -3.829  -1.02
C 1.818 0.578 -1.635  0.34
C 3.153 0.896 -1.034  -0.85
O 0.922 0.072 -0.883  -0.81
H 0.577 -0.360 -4.345  0.41
H -0.054 1.272 -4.076  0.36
H -0.337 -0.003 -2.867  0.15
H 2.261 1.558 -4.740  0.37
H 3.330 0.312 -4.080  0.34
H 3.313 1.951 -3.383  0.36
H 3.923 0.249 -1.458  0.48
H 3.098 0.733 0.039  -0.35
H 3.450 1.925 -1.235  0.53
C -3.207 -1.927 -1.141  -1.08
As -1.649 -1.759 -0.019  0.34
C -2.102 -2.544 1.680  -1.02
C -0.289 -2.879 -0.790  -1.05
H -3.513 -2.972 -1.166  0.44
H -2.963 -1.600 -2.150  0.37
H -4.018 -1.319 -0.745  0.39
H -2.384 -3.585 1.528  0.47
H -2.940 -2.004 2.116  0.37
H -1.237 -2.491 2.337  0.31
H -0.676 -3.894 -0.876  0.51
H 0.592 -2.870 -0.151  0.34
H -0.025 -2.503 -1.775  0.30

The expectation value of S² is 6.044. Its calculated total energy is -4560.1746 Ha. The calculation puts the strongest force on any atom at 0.24 eV Å⁻¹. As for the total charge: +4. The spin multiplicity is 5. The LUMO energy (spin up / spin down) is -10.7350 / -14.6048 eV. The relative energy (zero: lowest compared OMol25 entry of this formula, charge and spin) is 0.000 eV.

=====

(5)
Entry from the Open Molecules 2025 dataset: a structure of composition C32H40BBr39Cl2N2O7S2 in a non-equilibrium geometry (wB97M-V/def2-TZVPD).

Last column: Mulliken charge in e.
Atoms and positions in Å:
C -1.240 0.518 2.727  -0.20
O -0.434 1.771 2.871  -0.26
B 0.166 1.970 1.527  0.45
O -0.818 2.118 0.398  -0.66
N 1.648 2.049 1.219  0.17
Cl 2.272 3.265 2.277  -0.14
C 2.362 0.727 1.364  0.22
C 3.951 1.023 0.931  -1.11
C 4.095 1.917 -0.436  -0.46
C 5.313 1.196 -1.324  0.14
C 5.941 2.171 -2.483  -0.65
S 5.776 1.418 -4.232  0.95
O 5.630 -0.123 -4.219  -0.46
O 7.074 1.726 -5.074  -0.52
Cl 4.112 2.271 -5.158  -0.15
C 2.450 0.164 2.920  -0.03
C 3.211 -1.322 3.019  -0.40
C 2.094 -2.522 3.320  0.41
O 2.048 -3.628 2.544  -0.61
O 1.184 -2.367 4.495  -0.26
C 1.849 -0.464 0.361  0.57
O 1.420 -0.020 -0.974  0.31
C 0.094 -0.607 -1.337  0.89
C 0.390 -1.991 -2.165  0.65
C -0.367 -3.324 -1.578  0.44
C -0.389 -3.827 -0.016  0.02
C -1.157 -5.227 0.440  -0.45
C -1.930 -6.155 -0.706  -0.42
C -1.974 -5.655 -2.289  -0.30
C -1.198 -4.265 -2.679  -0.92
N -0.627 0.461 -2.188  -0.61
C 0.214 0.850 -3.236  0.24
S 0.850 0.903 -4.844  -0.15
H -1.090 -0.076 3.729  0.04
H -0.776 -0.138 1.868  0.01
H -2.383 0.719 2.569  0.29
H -0.396 2.621 -0.361  0.33
H 4.528 1.605 1.797  0.37
H 4.556 0.026 0.768  0.27
H 4.523 2.999 -0.170  0.46
H 3.104 2.058 -1.045  0.18
H 4.934 0.147 -1.718  -0.22
H 6.184 0.940 -0.549  0.26
H 7.119 2.209 -2.296  0.30
H 5.556 3.276 -2.446  0.38
H 3.141 0.890 3.570  0.55
H 1.411 0.010 3.434  -0.47
H 3.918 -1.304 3.960  0.47
H 3.857 -1.570 2.076  0.11
H 0.504 -3.103 4.515  0.30
H 1.071 -1.112 0.946  -0.63
H 2.794 -1.172 0.183  -0.46
H -0.608 -0.768 -0.400  0.06
H 0.174 -1.940 -3.314  0.31
H 1.559 -2.204 -2.061  -1.18
H 0.185 -3.139 0.773  -0.03
H -1.116 -5.560 1.581  0.29
H -2.451 -7.175 -0.393  0.27
H -2.542 -6.288 -3.120  0.34
H -1.245 -3.927 -3.823  0.47
C -5.137 -2.822 -3.618  -0.40
Br -6.268 -4.225 -2.886  -0.05
Br -5.397 -1.128 -2.698  0.00
Br -3.264 -3.347 -3.653  0.21
H -5.446 -2.672 -4.658  0.41
C -8.931 -3.577 -0.228  0.26
Br -8.981 -5.477 0.185  -0.05
Br -10.638 -2.940 -0.911  0.09
Br -8.319 -2.522 1.287  -0.03
H -8.196 -3.443 -1.029  -0.27
C 6.789 5.647 -5.561  -0.11
Br 7.207 6.531 -7.242  -0.05
Br 8.223 5.845 -4.262  -0.02
Br 5.077 6.230 -4.843  -0.02
H 6.697 4.577 -5.776  0.19
C 0.600 1.122 6.483  0.55
Br -0.532 -0.281 7.215  -0.03
Br 0.340 2.816 7.403  0.05
Br 2.472 0.597 6.448  -0.02
H 0.290 1.272 5.443  -0.53
C 1.482 5.597 10.590  -0.31
Br -0.068 5.485 9.418  -0.05
Br 1.110 4.867 12.354  -0.01
Br 3.056 4.784 9.787  -0.02
H 1.704 6.661 10.724  0.35
C 5.454 -3.517 -2.231  -0.34
Br 6.373 -4.090 -0.616  -0.04
Br 5.006 -5.020 -3.382  -0.05
Br 3.896 -2.424 -1.828  0.24
H 6.152 -2.884 -2.789  0.32
C -9.074 0.537 -3.010  -0.31
Br -8.154 -0.036 -1.395  -0.03
Br -9.522 -0.966 -4.160  -0.01
Br -10.632 1.630 -2.607  0.01
H -8.375 1.170 -3.568  0.37
C 8.259 -1.404 -7.199  -0.14
Br 8.077 -3.001 -6.103  -0.01
Br 9.850 -0.386 -6.735  -0.02
Br 8.191 -1.817 -9.098  -0.03
H 7.396 -0.766 -6.979  0.16
C 3.304 8.695 -7.725  0.12
Br 3.916 9.523 -9.376  -0.01
Br 3.056 10.004 -6.308  -0.01
Br 1.709 7.618 -8.003  -0.01
H 4.096 8.015 -7.396  -0.10
C 3.791 -4.054 6.933  -0.44
Br 4.642 -5.767 6.576  -0.05
Br 3.131 -3.221 5.304  0.15
Br 2.400 -4.205 8.284  -0.01
H 4.563 -3.393 7.340  0.35
C -1.072 -1.190 11.538  -0.36
Br -1.723 -1.003 13.361  -0.05
Br 0.081 0.291 11.025  0.03
Br -0.211 -2.910 11.249  0.01
H -1.947 -1.156 10.881  0.35
C -13.309 -2.469 -4.043  0.02
Br -12.458 -4.181 -4.399  0.00
Br -13.969 -1.635 -5.672  -0.04
Br -14.700 -2.619 -2.691  -0.01
H -12.537 -1.807 -3.635  -0.01
C -11.923 5.085 -1.377  -0.25
Br -11.311 5.912 -3.028  0.01
Br -12.171 6.394 0.040  -0.04
Br -13.518 4.007 -1.655  -0.02
H -11.130 4.404 -1.048  0.27

Its calculated total energy is -104006.8374 Ha. The calculation puts the strongest force on any atom at 8.63 eV Å⁻¹. As for the total charge: 0. The LUMO energy is -1.2434 eV.